[1]
C35H45MoN7O4PS | ωB97M-V with the def2-TZVPD basis set

The multiplicity is 1. The calculation puts the HOMO energy at -16.17 eV. The frontier orbital gap is 5.1 eV. The net charge is +3.

```
94
Properties=species:S:1:pos:R:3:nbo_charge:R:1
Mo -0.449 0.347 -0.056 1.48
O -0.120 -0.033 1.688 -0.50
C 0.848 -0.409 2.575 0.25
C 0.511 -0.552 3.907 -0.20
C 1.505 -0.911 4.809 -0.13
C 2.810 -1.119 4.379 -0.17
C 3.134 -0.970 3.039 -0.12
C 2.155 -0.612 2.113 -0.14
C 2.510 -0.468 0.722 0.19
N 1.680 -0.106 -0.200 -0.36
N 2.216 -0.033 -1.486 -0.37
C 1.284 0.188 -2.350 0.56
O 0.010 0.315 -1.923 -0.64
C 1.525 0.294 -3.780 -0.12
C 0.459 0.513 -4.658 -0.19
C 0.700 0.616 -6.016 -0.19
C 1.997 0.503 -6.501 -0.14
C 3.060 0.284 -5.630 -0.20
C 2.830 0.178 -4.271 -0.16
H -0.508 -0.379 4.228 0.25
H 1.256 -1.024 5.856 0.26
H 3.576 -1.394 5.091 0.26
H 4.152 -1.120 2.700 0.25
H 3.533 -0.669 0.421 0.26
H -0.550 0.603 -4.277 0.22
H -0.122 0.782 -6.700 0.24
H 2.181 0.581 -7.564 0.25
H 4.066 0.188 -6.016 0.25
H 3.647 -0.002 -3.585 0.24
C 1.025 6.344 -2.118 -0.62
C 1.389 5.348 -3.211 -0.42
C 1.156 3.901 -2.803 -0.22
N 2.074 3.530 -1.707 -0.52
C 1.792 3.034 -0.539 0.42
S 0.113 2.734 -0.059 0.00
N 2.726 2.806 0.400 -0.64
C 4.170 2.628 0.234 0.69
O 4.624 1.643 0.746 -0.52
C 4.905 3.653 -0.510 -0.19
C 4.498 4.992 -0.490 -0.21
C 5.258 5.946 -1.140 -0.21
C 6.415 5.567 -1.816 -0.13
C 6.826 4.238 -1.828 -0.20
C 6.082 3.280 -1.164 -0.15
H 1.191 7.365 -2.459 0.25
H 1.630 6.201 -1.219 0.19
H -0.026 6.257 -1.839 0.21
H 2.431 5.471 -3.522 0.22
H 0.788 5.529 -4.104 0.24
H 1.346 3.219 -3.634 0.23
H 0.135 3.750 -2.457 0.22
H 3.050 3.785 -1.859 0.45
H 2.385 2.389 1.255 0.43
H 3.620 5.289 0.073 0.22
H 4.968 6.988 -1.106 0.25
H 7.009 6.316 -2.322 0.25
H 7.734 3.957 -2.343 0.25
H 6.400 2.245 -1.141 0.24
C 0.592 -4.836 -1.474 -0.08
N -0.402 -4.144 -2.302 -0.42
C -1.745 -4.576 -1.914 -0.08
N -2.007 -4.370 -0.486 -0.41
C -0.990 -5.065 0.308 -0.08
N 0.368 -4.637 -0.039 -0.42
C 0.651 -3.280 0.394 -0.50
P -0.510 -2.150 -0.505 0.99
C -0.249 -2.701 -2.251 -0.51
C -2.138 -2.979 -0.129 -0.48
H 1.592 -4.495 -1.742 0.21
H 0.528 -5.903 -1.684 0.24
H -1.841 -5.640 -2.126 0.24
H -2.489 -4.042 -2.505 0.21
H -1.075 -6.133 0.112 0.24
H -1.173 -4.895 1.369 0.21
H 1.682 -3.019 0.150 0.24
H 0.512 -3.190 1.473 0.25
H 0.752 -2.418 -2.583 0.25
H -0.976 -2.213 -2.902 0.25
H -2.921 -2.499 -0.716 0.24
H -2.373 -2.873 0.932 0.25
C -4.234 0.374 1.100 -0.65
C -3.661 1.067 -0.112 0.31
C -4.224 0.595 -1.433 -0.65
C -3.609 2.575 0.014 -0.65
O -2.174 0.667 -0.132 -0.47
H -5.295 0.619 1.164 0.27
H -3.757 0.718 2.017 0.23
H -4.154 -0.709 1.012 0.22
H -5.228 1.005 -1.549 0.27
H -4.306 -0.490 -1.472 0.22
H -3.622 0.959 -2.265 0.23
H -4.634 2.944 0.072 0.27
H -3.138 3.031 -0.856 0.23
H -3.096 2.880 0.927 0.23
```


[2]
C35H45N5O7RuS3Si | ωB97M-V with the def2-TZVPD basis set

The multiplicity is 2. The calculation puts the HOMO energy (alpha / beta) at -8.92 / -8.92 eV. The frontier orbital gap (alpha / beta) is 4.2 / 4.7 eV. The net charge is +1.

```
97
Properties=species:S:1:pos:R:3:lowdin_spin:R:1
Ru -1.400 0.294 -0.420 0.87
C 2.678 -1.161 0.135 0.00
C 1.899 -0.767 -1.118 0.00
C 2.867 -0.559 -2.280 0.00
C 0.896 -1.827 -1.556 0.00
O 1.111 0.393 -0.836 0.04
Si 1.461 2.002 -0.850 0.01
S -0.592 2.613 -0.762 -0.01
O 2.134 2.349 -2.264 0.00
C 2.933 3.439 -2.761 0.00
C 2.998 3.245 -4.271 0.00
C 2.257 4.759 -2.407 0.00
C 4.328 3.366 -2.147 0.00
O 2.431 2.495 0.336 0.00
C 2.341 2.939 1.702 0.00
C 2.014 4.429 1.689 0.00
C 1.271 2.156 2.447 0.00
C 3.709 2.689 2.325 0.00
H 3.321 -2.016 -0.067 0.00
H 2.016 -1.411 0.965 0.00
H 3.298 -0.317 0.441 0.00
H 3.285 -1.522 -2.574 0.00
H 3.677 0.105 -1.985 0.00
H 2.353 -0.117 -3.132 0.00
H 1.429 -2.775 -1.683 0.00
H 0.470 -1.518 -2.514 0.00
H 0.147 -2.180 0.335 0.00
H 1.995 3.287 -4.696 0.00
H 3.435 2.274 -4.504 0.00
H 3.608 4.023 -4.726 0.00
H 1.227 4.758 -2.767 0.00
H 2.790 5.595 -2.856 0.00
H 2.241 4.889 -1.323 0.00
H 4.824 2.439 -2.434 0.00
H 4.258 3.405 -1.062 0.00
H 4.932 4.203 -2.496 0.00
H 1.058 4.596 1.191 0.00
H 2.789 4.974 1.150 0.00
H 1.960 4.813 2.706 0.00
H 0.306 2.266 1.951 0.00
H 1.186 2.513 3.473 0.00
H 1.533 1.099 2.470 0.00
H 4.481 3.216 1.763 0.00
H 3.940 1.623 2.322 0.00
H 3.718 3.046 3.354 0.00
N -2.777 1.225 3.639 0.00
C -1.749 0.454 4.143 0.00
C -1.336 0.165 5.438 0.00
C -0.232 -0.650 5.572 0.00
C 0.457 -1.144 4.455 0.00
C 0.048 -0.849 3.175 0.00
C -1.084 -0.059 3.018 0.00
N -1.729 0.389 1.879 -0.01
C -2.715 1.156 2.290 0.00
C -3.576 1.867 1.385 0.00
C -4.573 2.751 1.678 0.00
S -5.252 3.373 0.239 0.00
C -4.164 2.406 -0.668 0.00
N -3.367 1.684 0.048 -0.01
H -3.460 1.728 4.178 0.00
H -1.862 0.559 6.297 0.00
H 0.115 -0.917 6.560 0.00
H 1.321 -1.779 4.596 0.00
H 0.589 -1.195 2.309 0.00
H -4.937 3.066 2.640 0.00
H -4.164 2.420 -1.747 0.00
O -1.656 0.021 -2.894 0.00
C -2.959 -0.320 -3.351 0.00
C -3.714 -1.062 -2.282 0.00
C -4.765 -1.907 -2.607 0.00
C -5.404 -2.599 -1.593 0.00
C -4.982 -2.421 -0.283 0.00
C -3.946 -1.540 -0.044 0.00
N -3.332 -0.878 -1.027 0.06
H -1.368 0.843 -3.310 0.00
H -2.879 -0.961 -4.232 0.00
H -3.523 0.577 -3.627 0.00
H -5.060 -2.035 -3.639 0.00
H -6.210 -3.283 -1.821 0.00
H -5.438 -2.959 0.535 0.00
H -3.582 -1.360 0.961 0.00
O -1.890 -2.959 -1.875 0.00
C -1.001 -3.123 -1.081 0.00
N -0.232 -1.982 -0.612 0.03
S 0.144 -3.542 1.914 0.00
O 1.299 -3.947 2.724 0.00
O -1.179 -3.745 2.525 0.00
C 0.100 -4.788 0.524 0.00
C 0.597 -6.054 0.764 0.00
C 0.509 -7.027 -0.222 0.00
C -0.128 -6.739 -1.423 0.00
C -0.651 -5.480 -1.647 0.00
C -0.517 -4.472 -0.683 0.00
H 1.050 -6.264 1.725 0.00
H 0.920 -8.012 -0.042 0.00
H -0.208 -7.497 -2.191 0.00
H -1.161 -5.252 -2.574 0.00
```


[3]
C35H45N7NiO | ωB97M-V with the def2-TZVPD basis set

The multiplicity is 1. The calculation puts the HOMO energy (alpha / beta) at -6.64 / -6.65 eV. The frontier orbital gap (alpha / beta) is 7.2 / 7.2 eV. The relative energy (zero: lowest compared OMol25 entry of this formula, charge and spin) comes out at 0.000 eV.

```
89
Properties=species:S:1:pos:R:3:mulliken_charge:R:1
Ni -0.116 0.832 -0.926 -1.10
C -0.503 4.122 1.876 -1.31
C -1.813 3.913 1.120 -0.15
C -1.661 3.351 -0.304 -1.00
N -1.611 1.895 -0.382 0.40
C -2.718 1.218 -0.174 1.30
C -3.957 1.818 0.177 -0.87
C -5.123 1.257 0.655 -0.50
C -5.477 -0.074 0.849 -0.87
C -4.749 -1.163 0.408 -0.60
C -3.539 -1.216 -0.265 -0.36
C -2.595 -0.208 -0.551 0.78
N -1.491 -0.441 -1.236 0.39
C -1.379 -1.688 -1.956 -0.59
C -0.212 -1.654 -2.919 -1.87
C 1.119 -1.535 -2.199 -0.87
N 1.307 -0.210 -1.643 0.47
C 2.486 0.352 -1.655 0.99
C 3.689 -0.336 -1.984 -1.10
C 4.941 0.142 -2.295 -0.38
C 5.422 1.448 -2.341 -0.61
C 4.733 2.566 -1.915 -0.72
C 3.476 2.683 -1.336 -0.28
C 2.465 1.725 -1.106 0.86
N 1.370 1.971 -0.408 0.14
C 1.390 3.133 0.465 -1.10
C 0.501 2.982 1.710 0.37
H -0.034 5.056 1.547 0.43
H -0.733 4.265 2.934 0.43
H -2.448 3.236 1.694 0.23
H -2.352 4.864 1.066 0.46
H -2.484 3.704 -0.934 0.72
H -0.753 3.733 -0.767 -0.29
H -3.974 2.897 0.130 0.32
H -5.882 1.983 0.930 0.35
H -6.433 -0.268 1.317 0.37
H -5.206 -2.133 0.582 0.35
H -3.240 -2.211 -0.563 0.21
H -1.259 -2.547 -1.276 0.07
H -2.307 -1.860 -2.514 0.58
H -0.210 -2.578 -3.504 0.49
H -0.331 -0.817 -3.611 0.37
H 1.150 -2.273 -1.388 0.36
H 1.921 -1.780 -2.896 0.80
H 3.602 -1.413 -2.002 0.35
H 5.661 -0.628 -2.555 0.35
H 6.432 1.592 -2.701 0.32
H 5.267 3.507 -2.011 0.35
H 3.217 3.691 -1.041 0.30
H 2.421 3.281 0.799 0.78
H 1.124 4.051 -0.077 0.08
H 0.002 2.013 1.671 -0.78
H 1.147 2.952 2.589 0.68
C 1.149 5.339 -3.015 -0.71
C 1.224 4.337 -4.168 -0.41
C 0.504 3.100 -3.863 0.32
N -0.058 2.135 -3.597 -0.42
H 1.680 6.252 -3.281 0.38
H 1.605 4.922 -2.119 -0.05
H 0.115 5.595 -2.788 0.30
H 2.259 4.073 -4.387 0.26
H 0.795 4.760 -5.077 0.37
C 1.432 -4.572 0.176 -1.25
C 0.087 -4.560 0.886 0.33
N 0.218 -4.728 2.327 0.33
C 0.737 -6.017 2.790 -0.89
C 2.134 -5.903 3.382 -1.09
C -0.393 -3.954 3.265 0.15
O -0.505 -4.323 4.425 -0.65
C -0.923 -2.593 2.906 0.70
C -2.133 -2.221 3.484 -0.51
C -2.582 -0.925 3.331 -1.01
C -1.772 -0.031 2.648 -0.02
N -0.620 -0.366 2.078 -0.02
C -0.217 -1.632 2.193 -0.66
H 1.290 -4.504 -0.903 0.39
H 1.973 -5.497 0.377 0.48
H 2.056 -3.736 0.499 0.27
H -0.534 -5.376 0.498 0.28
H -0.451 -3.637 0.683 -0.52
H 0.724 -6.700 1.939 0.40
H 0.055 -6.405 3.545 0.47
H 2.850 -5.528 2.650 0.27
H 2.477 -6.877 3.734 0.38
H 2.119 -5.221 4.232 0.31
H -2.690 -2.948 4.059 0.52
H -3.535 -0.606 3.729 0.45
H -2.050 1.016 2.568 0.10
H 0.727 -1.872 1.712 0.62
```


| no. | electronic energy (Ha) |
| --- | --- |
| 1 | -2851.83838 |
| 2 | -3740.05996 |
| 3 | -3327.51726 |